Run P
This record from the OMol25 dataset describes the ion C6H11N with charge -1. The level of theory is the ωB97M-V functional and the def2-TZVPD basis.

```
! wB97M-V def2-TZVPD RIJCOSX def2/J DEFGRID3
* xyz -1 2
C -0.68095 -1.30796 -1.57825
N 0.23143 -1.20627 -0.44683
C 0.25555 -0.02169 0.28288
C 0.10570 1.17628 -0.29396
C 0.52445 1.51632 -1.73725
C -0.59351 0.16453 2.75343
C 0.37246 -0.16047 1.76811
H -0.76632 -2.36809 -1.83165
H -0.26752 -0.84518 -2.46892
H -1.69622 -1.00691 -1.30380
H 0.31203 -2.05276 0.09080
H 0.12410 2.07823 0.30364
H -0.30463 1.98866 -2.26270
H 0.98568 0.67271 -2.23536
H 1.29248 2.29250 -1.64902
H -0.95859 -0.57210 3.44039
H -1.06078 1.14691 2.81832
H 1.36510 -0.56735 2.02938
*
```

LUMO energy (alpha / beta)   3.9926 / 3.9723 eV
Gap between HOMO and LUMO (alpha / beta)   3.99 / 5.44 eV
Expectation value of S²   0.76

Run Q
This record from the OMol25 dataset describes the ion C6H11N with charge -1. The level of theory is the ωB97M-V functional and the def2-TZVPD basis.

```
! wB97M-V def2-TZVPD RIJCOSX def2/J DEFGRID3
* xyz -1 2
C 1.42428 -0.11920 -1.27021
C 0.44275 1.05797 -1.25134
C -0.89788 0.81038 -0.51224
C -0.62094 0.19389 0.86542
C -0.07389 0.90195 1.90030
C -1.04175 -2.26962 0.97989
N -1.23224 -0.98726 0.92108
H 1.07831 -0.93604 -1.92271
H 2.37842 0.28472 -1.65512
H 1.67761 -0.66424 -0.30747
H 1.06669 1.82195 -0.73137
H 0.35836 1.35621 -2.28396
H -1.44235 1.78257 -0.40520
H -1.62954 0.28237 -1.12475
H 0.04660 0.37928 2.84242
H 0.41203 1.86695 1.81899
H -1.84855 -2.96827 1.18318
H -0.09793 -2.79359 0.95310
*
```

LUMO energy (alpha / beta)   4.1814 / 4.1151 eV
Gap between HOMO and LUMO (alpha / beta)   3.72 / 6.52 eV
Expectation value of S²   0.75

Energy relative to the most stable one, in eV: run P 0.841; run Q 0.000

Run P
This record from the OMol25 dataset describes the ion C3H6N3O with charge +1. The level of theory is the ωB97M-V functional and the def2-TZVPD basis.

```
! wB97M-V def2-TZVPD RIJCOSX def2/J DEFGRID3
* xyz 1 1
C -0.82995 1.72254 -0.29271
C 0.40361 -0.38823 0.44185
C -0.91852 0.28862 -0.47438
N -0.81642 2.79516 0.09365
N 0.65896 0.03091 1.67926
N 1.00995 -1.23578 -0.28185
O -0.85818 -0.31829 -1.68369
H -1.88475 0.02215 0.04016
H 0.18672 0.65389 2.22608
H 1.35304 -0.43225 2.15664
H 0.48225 -1.17114 -1.22630
H 1.63285 -2.01882 -0.30634
H -0.41957 0.05124 -2.37237
*
```

LUMO energy   -3.6812 eV
Structure (SMILES)   N#C[C@@H](O)C(N)=[NH2+]
Gap between HOMO and LUMO   12.62 eV

Run Q
This record from the OMol25 dataset describes the ion C3H6N3O with charge +1. The level of theory is the ωB97M-V functional and the def2-TZVPD basis.

```
! wB97M-V def2-TZVPD RIJCOSX def2/J DEFGRID3
* xyz 1 1
C 0.59689 -1.05459 -0.53179
C -0.15768 1.14258 0.80765
C -0.75108 0.04410 -0.09296
N -2.21497 -1.54918 0.90639
N -1.57582 -0.75258 0.56580
N 1.56763 -0.25516 -1.05997
O 0.36946 -2.19698 -0.37882
H 0.62051 0.70010 1.61235
H -1.08079 1.54285 1.37824
H 0.21432 1.98237 0.18020
H -1.44461 0.40862 -0.91906
H 1.53815 0.73297 -0.92613
H 2.31799 -0.74508 -1.54191
*
```

LUMO energy   -5.0204 eV
Structure (SMILES)   C[C@H]([N+]#N)C(N)=O
Gap between HOMO and LUMO   10.32 eV

Energy relative to the most stable one, in eV: run P 0.000; run Q 0.554

Run P
This record from the OMol25 dataset describes the molecule ClH2NP2. The level of theory is the ωB97M-V functional and the def2-TZVPD basis.

```
! wB97M-V def2-TZVPD RIJCOSX def2/J DEFGRID3
* xyz 0 1
N 0.62411 -1.07034 -1.28015
P -0.02979 -0.18377 -0.18977
P -1.75491 -0.13711 0.72150
Cl 1.01885 1.22419 0.75401
H 1.27941 -0.40011 -1.67399
H -1.13767 0.56714 1.66840
*
```

LUMO energy   -0.2025 eV
Structure (SMILES)   [H]/N=P(\Cl)=P\[H]
Gap between HOMO and LUMO   8.90 eV

Run Q
This record from the OMol25 dataset describes the molecule ClH2NP2. The level of theory is the ωB97M-V functional and the def2-TZVPD basis.

```
! wB97M-V def2-TZVPD RIJCOSX def2/J DEFGRID3
* xyz 0 1
N -1.69864 0.22551 0.19126
P -0.18172 1.04914 0.30253
P 1.13892 -0.70472 0.65406
Cl 2.66290 0.19283 -0.32440
H -2.22039 0.75093 -0.52859
H 0.29893 -1.51368 -0.29486
*
```

LUMO energy   -1.3546 eV
Structure (SMILES)   N=P#[PH]Cl
Gap between HOMO and LUMO   7.57 eV

Energy relative to the most stable one, in eV: run P 0.000; run Q 0.264

Run P
This record from the OMol25 dataset describes a structure of composition C6H12S. The level of theory is the ωB97M-V functional and the def2-TZVPD basis.

```
! wB97M-V def2-TZVPD RIJCOSX def2/J DEFGRID3
* xyz 0 1
C 0.10082 0.13694 2.34130
C 0.27878 0.08656 1.00966
C 1.82627 -0.48453 -0.91874
C -1.29965 0.31808 -1.39632
C 1.36783 0.51000 0.15012
C -1.17347 -0.53551 -0.06539
S -2.56609 -0.49957 0.93827
H -0.80981 -0.41078 2.85814
H 0.95448 0.10639 3.06159
H 1.32590 -0.28605 -1.86069
H 2.85544 -0.36459 -1.10883
H 1.56918 -1.45764 -0.77892
H -1.62658 -0.30025 -2.19601
H -0.31344 0.71654 -1.58801
H -2.00314 1.04526 -1.25072
H 2.17840 0.74279 0.72933
H 1.05379 1.41000 -0.29981
H -0.94011 -1.49291 -0.35916
H -2.77858 0.75929 0.73416
*
```

LUMO energy   0.9736 eV
Gap between HOMO and LUMO   9.40 eV

Run Q
This record from the OMol25 dataset describes the molecule C6H12S. The level of theory is the ωB97M-V functional and the def2-TZVPD basis.

```
! wB97M-V def2-TZVPD RIJCOSX def2/J DEFGRID3
* xyz 0 1
C -0.34749 -1.28173 -0.54701
C -0.54710 -0.95630 2.27153
C -0.53951 -0.52801 -1.76281
C -1.11664 0.91758 -1.43040
C -0.20768 1.39838 -0.29076
C 1.88381 -0.15964 1.04015
S 0.08221 -0.24585 0.61590
H -0.73815 -2.25083 -0.30493
H -0.07425 -0.41539 2.96483
H -1.60988 -0.74550 2.17977
H 0.52232 -0.51381 -2.13205
H -1.29712 -0.93496 -2.46212
H -1.00148 1.56314 -2.31256
H -2.13322 0.91190 -1.06110
H 0.88837 1.81794 -0.53347
H -0.80299 1.89994 0.47632
H 2.08578 -0.82140 1.84380
H 2.65689 -0.46654 0.21421
H 2.29615 0.81109 1.23070
*
```

LUMO energy   0.7050 eV
Structure (SMILES)   C=[S@@]1(C)=CCCC1
Gap between HOMO and LUMO   7.82 eV

Run R
This record from the OMol25 dataset describes the molecule C6H12S. The level of theory is the ωB97M-V functional and the def2-TZVPD basis.

```
! wB97M-V def2-TZVPD RIJCOSX def2/J DEFGRID3
* xyz 0 1
C 1.16698 -0.82564 0.91503
C 0.85082 1.86249 -0.05559
C 0.60353 -2.17290 0.73294
C -0.20775 -2.20783 -0.65208
C -0.92387 -0.91944 -0.77148
C -0.06701 3.08170 0.03356
S 0.00007 0.37544 0.38049
H 1.59279 -0.59435 1.85161
H 1.92786 1.93694 0.20019
H 1.54471 -2.84665 0.81797
H -0.03907 -2.46980 1.50335
H 0.42339 -2.48711 -1.47305
H -1.04521 -2.89009 -0.59721
H -0.99885 -0.70343 -1.79262
H -1.85771 -0.68758 -0.23189
H -0.79161 3.27845 -0.73442
H -0.63507 2.90521 0.92635
H 0.54740 4.03240 0.19670
H -1.33219 0.93123 0.72648
*
```

LUMO energy   0.5472 eV
Structure (SMILES)   CC=[S@@H]1=CCCC1
Gap between HOMO and LUMO   7.26 eV

Energy relative to the most stable one, in eV: run P 0.000; run Q 3.595; run R 3.739

Run P
This record from the OMol25 dataset describes a cluster of 2 separate species, C5H13N2S in total. The level of theory is the ωB97M-V functional and the def2-TZVPD basis.

```
! wB97M-V def2-TZVPD RIJCOSX def2/J DEFGRID3
* xyz 1 1
C 1.11839 0.03997 -1.47215
C 0.82031 -0.85685 1.16994
C -2.46256 -0.15303 0.29640
C -2.21901 -1.37396 -0.31605
C -1.78015 2.02496 0.29063
N 3.12302 0.15058 0.15776
N -1.51818 0.84418 0.00000
S 1.43965 0.50647 0.23668
H 1.81034 0.71420 -2.01718
H 0.15921 0.36772 -1.80504
H 1.20782 -1.76451 0.77898
H -0.23480 -0.97720 1.22187
H -3.30772 0.22945 0.89320
H -1.30388 -1.58845 -1.05330
H -2.76695 -2.26307 -0.09805
H 1.28100 -1.01717 -1.64363
H -2.78795 2.27922 0.70130
H 3.73902 0.66108 0.88811
H -0.98807 2.76561 0.29165
H 3.44362 0.19221 -0.72413
H 1.22689 -0.78139 2.20304
*
```

LUMO energy   -3.1353 eV
Gap between HOMO and LUMO   9.75 eV

Run Q
This record from the OMol25 dataset describes the ion C5H13N2S with charge +1. The level of theory is the ωB97M-V functional and the def2-TZVPD basis.

```
! wB97M-V def2-TZVPD RIJCOSX def2/J DEFGRID3
* xyz 1 1
C 0.23431 1.42234 0.61316
C -0.80550 1.28072 -0.50063
C -0.27546 -0.93560 0.35879
C -2.54790 -0.50532 -0.39292
C 3.57220 -0.58651 0.15172
N 1.08262 0.26024 0.57134
N -1.11929 -0.19483 -0.58249
S 2.18010 0.17726 -0.70555
H 0.83006 2.32531 0.48038
H -0.24146 1.45886 1.59575
H -1.70848 1.85504 -0.30435
H -0.37107 1.59897 -1.44770
H 0.14782 -1.84901 -0.02865
H -0.69964 -1.02593 1.34717
H -2.83970 -0.25293 0.62574
H -3.15442 0.06494 -1.09559
H -2.72166 -1.56930 -0.55785
H 4.43910 -0.44288 -0.48918
H 3.37919 -1.64458 0.29785
H 3.71590 -0.08465 1.10094
H -0.85644 -0.50083 -1.52083
*
```

LUMO energy   -3.0808 eV
Structure (SMILES)   CSN1CC[N@H+](C)C1
Gap between HOMO and LUMO   9.26 eV

Energy relative to the most stable one, in eV: run P 1.228; run Q 0.000

Run P
This record from the OMol25 dataset describes a cluster of 2 separate species, C9H14 in total. The level of theory is the ωB97M-V functional and the def2-TZVPD basis.

```
! wB97M-V def2-TZVPD RIJCOSX def2/J DEFGRID3
* xyz 1 2
C 1.28237 -2.13905 -1.00655
C 1.88535 -2.48671 0.37715
H 0.30332 -1.68611 -0.81006
H 2.07207 -1.57144 -1.48158
H 0.96958 -3.02947 -1.54928
H 1.71059 -1.76191 1.17324
H 1.46498 -3.42310 0.75832
H 2.94417 -2.67935 0.27287
C -2.08159 0.95866 1.96537
C 0.31229 1.37509 -1.60171
C -1.06828 1.45837 -1.65126
C 0.91415 1.45169 -0.29356
C -1.81555 1.29783 -0.50319
C 0.19846 1.21911 0.84482
C -1.20443 1.10503 0.76696
H 0.88412 1.42025 -2.51598
H -1.53922 1.66833 -2.60136
H 1.97816 1.64576 -0.22906
H -2.89563 1.30669 -0.59954
H 0.60397 1.09629 1.83341
H -3.00894 1.47090 1.71623
H -1.66253 1.38581 2.87687
H -2.24740 -0.08268 2.25790
*
```

LUMO energy (alpha / beta)   -4.4465 / -8.3073 eV
Gap between HOMO and LUMO (alpha / beta)   10.13 / 6.29 eV
Expectation value of S²   0.77

Run Q
This record from the OMol25 dataset describes a cluster of 2 separate species, C9H14 in total. The level of theory is the ωB97M-V functional and the def2-TZVPD basis.

```
! wB97M-V def2-TZVPD RIJCOSX def2/J DEFGRID3
* xyz 1 2
C -0.80384 3.61645 -0.88203
C -0.29530 -0.69674 -0.50417
C 0.23014 0.15067 0.47406
C -1.07770 -0.15540 -1.51320
C 0.06414 1.52406 0.37118
C -1.11672 1.24923 -1.68194
C -0.60431 2.12143 -0.69276
H -0.17025 -1.69460 -0.36205
H 0.83244 -0.28986 1.28851
H -1.90406 -0.58365 -2.03516
H 0.53469 2.23616 1.14102
H -1.81588 1.61243 -2.41815
H -1.63807 4.05603 -0.24958
H -0.84632 3.90491 -1.88816
H -0.03398 4.08280 -0.46019
C 1.01448 -3.47003 2.39359
C 1.96256 -3.22525 1.11458
H 0.97527 -2.57290 2.92840
H -0.04925 -3.66356 2.05224
H 1.33683 -4.27086 3.03422
H 2.37047 -4.14554 0.91687
H 1.43350 -2.87800 0.23814
H 2.73393 -2.47981 1.33804
*
```

LUMO energy (alpha / beta)   -4.3041 / -8.5735 eV
Gap between HOMO and LUMO (alpha / beta)   10.45 / 6.18 eV
Expectation value of S²   0.77

Run R
This record from the OMol25 dataset describes a cluster of 2 separate species, C9H14 in total. The level of theory is the ωB97M-V functional and the def2-TZVPD basis.

```
! wB97M-V def2-TZVPD RIJCOSX def2/J DEFGRID3
* xyz 1 2
C 1.14948 -3.70067 1.65089
C -0.92506 -0.71191 0.77215
C -0.41841 -0.38786 -0.55251
C -0.37793 -1.72798 1.47919
C 0.61134 -2.54635 0.89147
C 0.51599 -1.20971 -1.15516
C 1.01282 -2.29406 -0.46310
H -1.75119 -0.10239 1.12720
H -0.90047 0.40837 -1.09093
H -0.77013 -1.91745 2.47439
H 0.84805 -1.12328 -2.18070
H 1.96537 -3.36266 2.28899
H 1.40513 -4.49449 0.94696
H 1.78483 -2.90852 -0.90892
H 0.36011 -4.07359 2.30439
C 0.09965 3.77523 -1.35801
C -1.21726 3.78565 -0.56840
H -0.12808 3.73822 -2.41877
H 0.70956 4.62182 -1.06142
H 0.66733 2.88282 -1.13322
H -1.03657 3.81411 0.49847
H -1.79908 2.87492 -0.70488
H -1.80548 4.65980 -0.83809
*
```

LUMO energy (alpha / beta)   -4.4690 / -8.3192 eV
Gap between HOMO and LUMO (alpha / beta)   10.09 / 6.24 eV
Expectation value of S²   0.77

Energy relative to the most stable one, in eV: run P 0.300; run Q 1.256; run R 0.000